{"formula": "BH4N", "method": "ωB97M-V/def2-TZVPD", "homo_energy_ev": -10.55, "max_force_ev_per_a": 4.54, "relative_energy_kcal_mol": 15.5, "lumo_ev": 0.86, "mol_weight_g_mol": 28.851, "smiles": "BN", "orbital_gap_ev": 11.413, "symbols": ["B", "N", "H", "H", "H", "H"], "positions_angstrom": [[0.7591, -0.0080, 0.0605], [-0.7194, 0.0347, -0.0420], [1.0644, -1.1731, 0.2772], [1.1414, 1.0022, -0.3747], [-1.1531, -0.8457, 0.1176], [-1.5364, 0.6599, -0.0785]], "atomic_forces_ev_per_a": [[-4.4, -0.5, -1.1], [0.8, -0.6, 0.7], [0.7, 1.1, 0.0], [1.4, 0.4, 0.4], [-0.1, -0.9, 0.3], [1.6, 0.5, -0.3]], "mulliken_charge": [0.124, -0.444, -0.050, -0.056, 0.195, 0.231]}